11
Properties=species:S:1:pos:R:3:mulliken_charge:R:1 method="wB97M-V/def2-TZVPD" homo_energy_ev="-8.87 / -8.95" total_energy_ev=-21444.503 lumo_energy_ev="-2.2 / -3.3" total_charge=0 e_above_lowest_ev=3.535
C 0.40 0.05 0.15 0.78
C 1.72 0.40 0.33 -0.93
C -0.71 -0.66 -0.49 -0.38
C -1.68 -0.45 0.63 -0.30
C -0.82 0.76 0.38 -0.42
I -1.44 -1.43 2.58 -0.03
I 1.78 1.49 -3.42 0.00
H 1.78 1.21 1.04 0.25
H 2.49 -0.22 -0.07 0.36
H -0.81 -0.72 -1.59 0.22
H -2.73 -0.43 0.46 0.45